No. 1
15
Properties=species:S:1:pos:R:3 method="wB97M-V/def2-TZVPD" smiles="NCCOC=[NH2+]" total_charge=+1 total_energy_ev=-8276.23419 e_lumo_ev=-4.12 e_above_lowest_kcal_mol=65.5
H 1.53529 -1.46024 -0.90848
H -1.24095 1.32213 0.46400
H 2.68274 -0.05848 0.81530
C 0.99706 -0.47433 -0.42376
C -0.06610 -0.84561 0.57261
H 0.38561 -0.00046 -1.28905
N -2.08952 1.01999 0.18723
H -3.12295 -0.45129 -0.55148
O -1.27687 -1.12500 -0.12687
H 2.66486 0.44775 -0.69182
H 0.00954 -1.80273 1.17969
H -2.85767 1.73444 -0.01338
C -2.12055 -0.19974 -0.25259
H -0.21483 -0.04086 1.21309
N 1.99748 0.43044 0.06540

No. 2
15
Properties=species:S:1:pos:R:3 method="wB97M-V/def2-TZVPD" total_charge=+1 total_energy_ev=-8271.89706 e_lumo_ev=-6.99 e_above_lowest_kcal_mol=165.5
N -0.80287 -0.79914 -0.23481
H 0.84326 -0.83898 1.75105
C -1.05295 -0.09896 -2.38314
H 1.82197 1.29037 2.85779
H 2.50780 0.81308 1.20136
C 1.62054 1.17582 1.67393
H -1.75252 -0.44210 -3.25806
H -0.72980 -1.63502 0.38907
N -1.17626 -1.09724 -1.36325
H -0.05405 0.11907 -2.65234
O -1.47147 -2.23342 -1.69192
H -0.39633 0.53198 2.23311
H 1.47761 2.18855 1.43819
H -1.40602 0.79103 -1.83808
C 0.57110 0.23494 1.87708

No. 3
16
Properties=species:S:1:pos:R:3 method="wB97M-V/def2-TZVPD" smiles="C[C@@](N)(O)C(=[NH2+])O" total_charge=+1 total_energy_ev=-10324.16445 e_lumo_ev=-3.57 e_above_lowest_kcal_mol=62.0
H -1.27355 -1.64656 0.63131
H 2.64542 -1.35449 0.24071
H 2.80033 1.21932 0.64867
O -0.62797 1.51906 0.09525
N 1.82390 0.96166 0.38947
H -1.53961 -0.44422 1.86110
H -2.61154 -0.70936 0.40620
O 1.66218 -1.35730 0.05194
H 1.22130 1.69307 0.49368
H -1.19629 -1.06092 -1.63769
H -1.31182 2.00165 -0.51568
C -0.56794 0.11088 -0.11747
C 1.20749 -0.15597 0.22606
N -0.74374 -0.16358 -1.44293
C -1.59925 -0.70984 0.72587
H 0.11108 0.09660 -2.05650

No. 4
16
Properties=species:S:1:pos:R:3 method="wB97M-V/def2-TZVPD" smiles="C[C@@H](OO)C(N)=[NH2+]" total_charge=+1 total_energy_ev=-10322.16164 e_lumo_ev=-3.75 e_above_lowest_kcal_mol=108.2
H 1.58503 1.65200 0.13134
C 0.55221 -0.14057 -0.41511
N -1.72282 -0.01865 -0.86138
H -1.58853 0.97952 -0.94896
O 1.75252 -0.78504 0.04718
H 3.49816 -1.10039 -0.82177
H -0.19770 1.88366 0.13501
C 0.58963 1.22115 0.37102
H -0.33465 -2.34043 0.93092
H 0.43930 1.17232 1.40974
O 2.98713 -0.33080 -0.45230
C -0.82924 -0.71034 -0.20413
N -1.08928 -1.76145 0.54022
H 0.47186 0.02343 -1.46754
H -2.08139 -2.06821 0.55506
H -2.73813 -0.29576 -0.79806

No. 5
16
Properties=species:S:1:pos:R:3 method="wB97M-V/def2-TZVPD" total_charge=+1 total_energy_ev=-10325.10680 e_lumo_ev=-2.99 e_above_lowest_kcal_mol=40.2
O -0.64095 -0.58872 -2.92380
H 2.28687 -0.78716 3.50298
H -0.44071 -0.75393 -3.86300
H 1.30962 0.53388 0.14857
N -0.77476 0.23212 0.46985
H 2.76119 0.11628 2.21897
C 0.63704 0.12573 0.87700
C 0.92354 -0.54263 2.02705
N 2.22362 -0.70154 2.48711
H -1.18260 1.20638 0.54579
H 0.14505 -0.87289 2.64272
O -2.12415 0.81152 -1.93304
H -1.37947 -0.40852 1.05895
H -0.94603 -0.01597 -0.52182
C -1.42536 0.52285 -2.90087
H -1.37290 1.12261 -3.83645

No. 6
17
Properties=species:S:1:pos:R:3 method="wB97M-V/def2-TZVPD" total_charge=-1 total_energy_ev=-21168.41493 e_lumo_ev=3.55 e_above_lowest_kcal_mol=41.3
H 1.06632 1.69854 -0.33809
S -0.58950 -0.70717 3.06335
H -2.69524 1.86897 0.22162
H 1.10638 -1.76525 -0.78612
O -2.99577 1.56585 -0.66328
H -3.15714 0.64166 -0.29023
H 1.90577 -0.30940 1.24339
N 1.23320 -0.79000 -0.62208
H 0.42703 -2.41339 1.65024
C -0.04756 -1.45630 1.45123
C 0.91990 -0.52320 0.81893
O 0.86667 -0.27322 -2.80946
H 0.30412 2.06142 -1.85360
C 1.00219 0.06462 -1.65003
H 0.78199 0.55011 0.99763
N 0.78331 1.43009 -1.25038
H -0.91167 -1.64333 0.81687

No. 7
17
Properties=species:S:1:pos:R:3 method="wB97M-V/def2-TZVPD" total_charge=+1 total_energy_ev=-21156.71870 e_lumo_ev="-4.55 / -4.36" e_above_lowest_kcal_mol=94.9
H -1.62879 -2.66252 0.84565
H 1.80161 1.40174 -1.33429
H 0.47573 -0.47662 0.94803
O -0.64744 1.33620 -0.35775
N -1.99202 -0.80736 -0.06132
C -1.35335 -1.59635 0.65932
N 0.00162 2.25967 -0.89870
H -2.98860 -0.86541 -0.12783
C 0.11969 -1.46489 0.96668
C 1.51827 2.28002 -0.88918
H 0.47871 -2.20941 0.26271
S -0.80216 3.68813 -1.44916
H 1.77321 3.14549 -1.56147
H -1.64562 0.16818 -0.15143
O 0.26340 4.42414 -2.09445
H 0.21208 -1.74768 2.01937
H 1.88173 2.40063 0.21030

No. 8
17
Properties=species:S:1:pos:R:3 method="wB97M-V/def2-TZVPD" total_charge=-1 total_energy_ev=-12378.97933 e_lumo_ev=4.07 e_above_lowest_kcal_mol=72.5
C 1.44610 0.21335 1.11324
H -2.56020 0.55499 -0.77996
N -1.06625 -0.15441 0.80125
H 0.32822 -1.74571 1.05895
C 0.27873 -0.78777 0.57681
O -0.60396 0.67886 -1.38423
C -1.47957 0.72784 -0.39709
H -1.28044 1.86461 -0.05571
O 2.38266 -0.24410 1.71194
N 1.52217 1.43996 0.46307
H 2.35040 2.01475 0.59846
H 0.40287 -1.07196 -0.47639
H 0.54345 1.58058 -0.00413
O -1.62801 -1.67418 -2.07079
H -1.36809 -0.67758 -1.98384
H -2.44703 -1.74378 -1.80274
H -1.83769 -0.77994 0.78205

No. 9
16
Properties=species:S:1:pos:R:3 method="wB97M-V/def2-TZVPD" total_charge=+1 total_energy_ev=-19108.92839 e_lumo_ev=-4.23 e_above_lowest_kcal_mol=115.6
H 1.03393 1.28261 -1.59797
H 2.12986 0.17810 -0.94439
N 1.51224 0.96248 -0.76963
H -0.14719 -3.31401 0.54018
H -1.92696 1.59747 -1.60195
H -0.58250 1.73237 1.62384
H 2.07053 1.77100 -0.50532
S -2.18630 0.57664 0.33212
H 0.24189 0.81702 0.44797
C -1.02333 -3.09962 0.04243
O -2.36765 1.73705 -0.75699
H -1.66717 -3.92974 -0.26816
C -1.44972 -0.82030 -0.49112
C -0.57832 0.81966 1.17539
H -0.39216 0.08615 1.96920
N -1.52192 -1.99628 -0.13730

No. 10
15
Properties=species:S:1:pos:R:3 method="wB97M-V/def2-TZVPD" smiles=NCNCC[S-] total_charge=-1 total_energy_ev=-17071.07584 e_lumo_ev=3.87 e_above_lowest_kcal_mol=56.5
N -1.42287 -1.08872 0.62094
H 0.58974 -1.85584 0.47168
S 2.44240 0.25130 -0.60350
C -2.20040 0.13670 0.23175
H -1.07208 1.68108 -0.03184
C -0.00084 -0.92176 0.42017
H -3.18029 -0.05258 0.61883
C 0.76598 -0.25403 -0.81345
H 0.24338 0.80658 -0.89691
N -1.81656 1.47032 0.63813
H 0.18446 -0.09700 1.21176
H -1.31046 1.56627 1.50182
H 0.71871 -1.10393 -1.49396
H -2.18068 0.08244 -0.86217
H -1.89058 -1.37518 1.50550

No. 11
15
Properties=species:S:1:pos:R:3 method="wB97M-V/def2-TZVPD" smiles="CCS/[NH+]=C/N" total_charge=+1 total_energy_ev=-17065.13589 e_lumo_ev=-3.61 e_above_lowest_kcal_mol=23.8
S 0.31392 0.93212 -0.70712
C -1.98540 0.15303 0.18643
H -1.31589 -0.71677 -1.49697
N -1.11109 -0.15320 -0.71899
H 2.87159 1.29803 0.46350
H 2.11507 -0.26474 -1.49025
N -3.21159 -0.15233 0.20631
C 2.62006 0.27932 0.59290
H -3.74950 -0.69882 -0.51421
H -1.56688 0.86012 0.97697
H 2.29476 0.11665 1.58993
H 3.66295 -0.31252 0.56499
H -3.80851 0.18632 0.94966
C 1.65586 -0.28310 -0.48853
H 1.21463 -1.24410 -0.11461

No. 12
16
Properties=species:S:1:pos:R:3 method="wB97M-V/def2-TZVPD" total_charge=+1 total_energy_ev=-27899.55169 e_lumo_ev=-4.84 e_above_lowest_kcal_mol=30.7
H 1.16925 1.72837 1.03836
S -0.16614 -1.49449 1.79471
H 1.88893 0.27416 1.68358
S 1.72284 -1.91024 2.47089
H -0.62220 2.46959 0.40867
H 0.69075 -0.47961 -1.89007
N 0.31432 -1.16630 -1.16954
N 0.95460 0.73370 1.31191
H -2.06538 -0.10360 0.16728
H -0.68897 -1.47521 -1.31809
H 1.72262 -3.02782 1.85076
C -1.41600 1.88480 0.09805
H -2.20821 2.14323 -0.46807
C -0.11736 0.02017 1.04773
C -1.30159 0.59627 0.49214
H 0.74540 -2.04270 -1.31033